Record 1
Density functional theory data (ωB97M-V/def2-TZVPD) for a structure of composition C21H18BrCl3IrNO2.

Each line ends with the Mulliken charge.
Atoms and positions in Å:
Ir (0.456, -0.920, -0.945)  0.935
Br (3.023, -1.622, -0.934)  -0.200
C (3.146, -1.365, 0.975)  0.653
C (4.391, -1.347, 1.519)  -0.645
C (4.522, -1.181, 2.913)  -0.535
C (3.412, -1.067, 3.697)  -0.852
C (2.111, -1.099, 3.133)  0.947
C (0.960, -1.013, 3.948)  -0.788
C (-0.285, -1.071, 3.390)  -1.038
C (-0.436, -1.173, 1.990)  -0.708
C (0.645, -1.226, 1.138)  -0.281
C (1.948, -1.225, 1.720)  0.536
H (5.266, -1.466, 0.894)  0.396
H (5.512, -1.158, 3.353)  0.380
H (3.505, -0.953, 4.772)  0.356
H (1.088, -0.918, 5.021)  0.347
H (-1.167, -1.032, 4.021)  0.398
H (-1.442, -1.240, 1.584)  0.524
Cl (0.004, -4.135, -3.148)  -0.139
C (-1.252, -4.251, -1.900)  0.582
Cl (-0.485, -4.644, -0.344)  -0.131
Cl (-2.379, -5.532, -2.328)  -0.122
C (-2.008, -2.867, -1.718)  0.138
O (-3.196, -2.899, -1.463)  -0.625
O (-1.286, -1.820, -1.902)  -0.555
C (-2.678, 0.616, -0.175)  -0.318
N (-2.821, 1.362, -1.404)  0.446
C (-3.586, 2.582, -1.350)  -0.929
C (-1.805, 1.217, -2.433)  -1.208
C (-0.536, 1.916, -1.959)  1.408
C (-0.450, 3.302, -2.121)  -0.613
C (0.662, 3.988, -1.667)  -0.624
C (1.679, 3.278, -1.035)  -0.798
C (1.586, 1.900, -0.887)  -0.577
C (0.477, 1.177, -1.346)  -0.088
H (-3.627, 0.604, 0.361)  0.397
H (-1.913, 1.090, 0.450)  0.509
H (-2.363, -0.400, -0.404)  -0.389
H (-4.521, 2.404, -0.821)  0.317
H (-3.793, 2.945, -2.355)  0.320
H (-3.018, 3.340, -0.805)  0.420
H (-2.179, 1.665, -3.353)  0.637
H (-1.618, 0.151, -2.580)  0.057
H (-1.244, 3.845, -2.631)  0.396
H (0.736, 5.059, -1.808)  0.379
H (2.555, 3.800, -0.666)  0.393
H (2.403, 1.382, -0.396)  0.293

The relative energy (zero: lowest compared OMol25 entry of this formula, charge and spin) is 171.09 kJ/mol. As for the frontier orbital gap (alpha / beta): 6.64 / 4.44 eV. The calculation puts the HOMO energy (alpha / beta) at -6.487 / -7.718 eV. The value obtained for the electronic energy is -5075.00722 hartree. As for the spin multiplicity: 5. The expectation value of S² is 6.016.


Record 2
Density functional theory data (ωB97M-V/def2-TZVPD) for an isolated molecule of C8H14ClN.

Each line ends with the Mulliken charge.
Atoms and positions in Å:
C (2.823, 1.343, 0.022)  -1.781
C (1.487, 0.799, 0.333)  0.970
C (0.425, 1.093, -0.423)  -1.007
C (-1.002, 0.509, -0.270)  0.920
C (-1.836, 0.671, -1.535)  -1.668
Cl (-1.917, 1.444, 1.019)  -0.221
N (-0.800, -0.880, -0.016)  0.012
C (-1.941, -1.686, -0.187)  -0.977
C (0.103, -1.080, 1.129)  -0.834
C (1.470, -0.524, 1.057)  -0.770
H (3.470, 1.114, 0.853)  0.396
H (2.812, 2.407, -0.167)  0.403
H (3.352, 0.881, -0.710)  0.396
H (0.522, 2.009, -1.090)  0.198
H (-2.648, 0.140, -1.209)  0.566
H (-1.259, 0.209, -2.267)  0.428
H (-2.062, 1.756, -1.757)  0.364
H (-2.021, -2.069, -1.158)  0.268
H (-1.827, -2.600, 0.463)  0.386
H (-2.846, -1.101, 0.132)  0.338
H (0.049, -2.190, 1.366)  0.423
H (-0.398, -0.599, 1.991)  0.319
H (2.042, -1.197, 0.480)  0.375
H (2.001, -0.451, 1.945)  0.497

The relative energy (zero: lowest compared OMol25 entry of this formula, charge and spin) is 0.00 kJ/mol. As for the frontier orbital gap: 9.49 eV. The calculation puts the HOMO energy at -8.566 eV. The value obtained for the electronic energy is -828.11000 hartree. Its SMILES is CC1=C[C@](C)(Cl)N(C)CC1.


Record 3
Density functional theory data (ωB97M-V/def2-TZVPD) for the ion C6H10N3 with charge +1.

Each line ends with the Mulliken charge.
Atoms and positions in Å:
C (0.209, 0.633, 0.030)  0.056
C (4.068, -0.148, 0.152)  -0.216
C (-1.168, 0.511, -0.085)  1.000
C (1.715, -0.805, -0.323)  -0.696
C (-1.968, 1.675, 0.181)  -1.312
C (-1.697, -0.778, -0.620)  -1.231
N (1.011, 1.567, 0.281)  0.256
N (2.190, 1.537, 0.364)  -0.658
N (2.781, 0.014, -0.023)  0.205
H (4.737, 0.601, 0.335)  0.341
H (4.456, -1.158, -0.202)  0.277
H (1.599, -1.463, 0.503)  0.413
H (1.367, -1.072, -1.303)  0.379
H (-1.484, 2.347, 0.971)  0.329
H (-1.991, 2.191, -0.739)  0.346
H (-3.021, 1.577, 0.449)  0.410
H (-2.764, -0.831, -0.219)  0.348
H (-1.529, -0.812, -1.641)  0.353
H (-1.153, -1.590, -0.179)  0.399

The net charge is +1. The relative energy (zero: lowest compared OMol25 entry of this formula, charge and spin) is 586.87 kJ/mol. As for the frontier orbital gap: 8.61 eV. The calculation puts the HOMO energy at -13.644 eV. The value obtained for the electronic energy is -398.44278 hartree.


Record 4
Density functional theory data (ωB97M-V/def2-TZVPD) for a cluster of 6 separate species, C45H45NO4 in total.

Each line ends with the Mulliken charge.
Atoms and positions in Å:
C (-0.006, -1.640, -1.393)  -0.998
C (-1.595, -1.660, -1.262)  -0.330
N (-2.115, -0.920, -2.442)  -0.016
C (-3.386, -0.263, -2.184)  -0.225
C (-4.456, -0.870, -1.403)  -0.579
C (-5.712, -0.182, -1.190)  0.301
C (-5.925, 1.140, -1.783)  0.381
C (-4.871, 1.775, -2.542)  -0.986
C (-3.586, 1.084, -2.746)  0.844
C (-2.407, 1.745, -3.544)  -0.722
C (-2.175, 3.184, -2.883)  -0.759
C (-1.663, 3.095, -1.419)  0.400
O (-2.294, 2.698, -0.483)  -0.469
O (-0.342, 3.563, -1.139)  -0.506
C (-7.310, 1.804, -1.555)  0.361
O (-7.596, 2.791, -2.204)  -0.575
C (-8.330, 1.208, -0.562)  -0.604
C (-8.063, -0.005, -0.022)  -0.392
C (-6.808, -0.854, -0.342)  0.228
O (-6.662, -1.986, 0.061)  -0.568
H (0.504, -2.203, -0.576)  0.355
H (0.269, -0.550, -1.395)  0.161
H (0.281, -2.016, -2.415)  0.274
H (-1.872, -1.167, -0.294)  0.354
H (-1.921, -2.740, -1.261)  0.263
H (-2.339, -1.638, -3.143)  0.337
H (-4.283, -1.871, -0.956)  0.393
H (-4.980, 2.787, -2.985)  0.362
H (-2.602, 1.809, -4.640)  0.354
H (-1.445, 1.193, -3.377)  0.294
H (-1.454, 3.777, -3.514)  0.305
H (-3.129, 3.781, -2.909)  0.606
H (-0.516, 4.396, -0.655)  0.367
H (-9.248, 1.797, -0.350)  0.421
H (-8.779, -0.464, 0.709)  0.350
C (3.748, 1.321, -4.548)  -0.521
C (3.620, 1.105, -3.182)  -0.143
C (2.537, 1.636, -2.491)  -0.675
C (1.582, 2.388, -3.167)  0.128
C (1.716, 2.611, -4.533)  -0.622
C (2.797, 2.077, -5.224)  -0.322
H (4.589, 0.901, -5.087)  0.376
H (4.365, 0.521, -2.653)  0.282
H (2.435, 1.465, -1.426)  0.403
H (0.736, 2.799, -2.627)  0.426
H (0.975, 3.202, -5.061)  0.346
H (2.900, 2.250, -6.289)  0.373
C (-13.861, 1.513, 2.544)  -0.381
C (-13.269, 0.265, 2.696)  -0.396
C (-11.904, 0.112, 2.485)  -0.360
C (-11.132, 1.207, 2.118)  -0.244
C (-11.725, 2.453, 1.957)  -0.524
C (-13.089, 2.607, 2.171)  -0.375
H (-14.924, 1.633, 2.714)  0.354
H (-13.872, -0.590, 2.980)  0.358
H (-11.443, -0.861, 2.607)  0.367
H (-10.066, 1.089, 1.956)  0.455
H (-11.123, 3.307, 1.665)  0.366
H (-13.551, 3.579, 2.048)  0.357
C (2.208, -5.782, 0.890)  -0.377
C (3.520, -5.627, 1.324)  -0.478
C (4.422, -4.892, 0.564)  -0.417
C (4.013, -4.314, -0.632)  -0.421
C (2.705, -4.476, -1.070)  -0.383
C (1.802, -5.208, -0.309)  -0.402
H (1.503, -6.350, 1.485)  0.378
H (3.839, -6.080, 2.255)  0.369
H (5.443, -4.769, 0.904)  0.483
H (4.716, -3.738, -1.223)  0.455
H (2.388, -4.030, -2.006)  0.391
H (0.780, -5.332, -0.650)  0.401
C (6.096, -1.834, 1.773)  -0.610
C (7.407, -1.679, 2.207)  -0.389
C (8.309, -0.943, 1.447)  -0.326
C (7.901, -0.366, 0.251)  -0.632
C (6.592, -0.528, -0.187)  -0.261
C (5.689, -1.260, 0.574)  -0.326
H (5.391, -2.402, 2.369)  0.500
H (7.726, -2.132, 3.139)  0.291
H (9.331, -0.820, 1.787)  0.501
H (8.604, 0.210, -0.340)  0.386
H (6.276, -0.082, -1.123)  0.279
H (4.668, -1.385, 0.233)  0.573
C (9.576, 2.108, 4.731)  -0.600
C (9.316, 0.804, 4.329)  -0.034
C (10.023, -0.252, 4.892)  -0.160
C (10.995, -0.003, 5.853)  -0.506
C (11.262, 1.302, 6.249)  -0.376
C (10.552, 2.357, 5.689)  -0.332
H (9.020, 2.930, 4.297)  0.364
H (8.560, 0.609, 3.578)  0.287
H (9.817, -1.270, 4.580)  0.297
H (11.545, -0.826, 6.294)  0.354
H (12.024, 1.497, 6.995)  0.355
H (10.759, 3.375, 5.999)  0.355

As for the frontier orbital gap: 8.11 eV. The calculation puts the HOMO energy at -9.112 eV. The value obtained for the electronic energy is -2097.39058 hartree. Its SMILES is CCNc1cc2c(cc1CCC(=O)O)C(=O)C=CC2=O.c1ccccc1.c1ccccc1.c1ccccc1.c1ccccc1.c1ccccc1.


Record 5
Density functional theory data (ωB97M-V/def2-TZVPD) for a cluster of 2 separate species, C4H10NO3 in total.

Each line ends with the Mulliken charge.
Atoms and positions in Å:
C (-0.408, -1.242, 1.505)  -0.881
N (0.263, -1.593, 0.245)  -0.179
C (-0.692, -2.180, -0.677)  -0.963
C (0.940, -0.404, -0.329)  -0.657
C (-0.073, 0.627, -0.918)  0.574
O (-0.278, 0.553, -2.135)  -0.690
O (-0.634, 1.391, -0.077)  -0.769
H (-1.040, -0.368, 1.381)  0.344
H (0.386, -1.066, 2.230)  0.252
H (-0.988, -2.102, 1.853)  0.341
H (-0.203, -2.455, -1.609)  0.277
H (-1.585, -1.559, -0.854)  0.336
H (-1.004, -3.137, -0.247)  0.377
H (1.564, -0.007, 0.473)  0.335
H (1.496, -0.771, -1.184)  0.324
H (0.414, 2.262, 1.010)  0.404
H (0.528, 2.440, 2.532)  0.274
O (0.986, 2.655, 1.713)  -0.698

The net charge is -1. The relative energy (zero: lowest compared OMol25 entry of this formula, charge and spin) is 99.83 kJ/mol. As for the frontier orbital gap: 7.95 eV. The calculation puts the HOMO energy at -4.018 eV. The value obtained for the electronic energy is -438.94721 hartree.


Record 6
Density functional theory data (ωB97M-V/def2-TZVPD) for a structure of composition C5H10O2.

Each line ends with the Mulliken charge.
Atoms and positions in Å:
C (2.153, 1.145, -0.350)  -0.693
O (0.862, 0.880, 0.151)  -0.521
C (0.124, -0.731, -0.496)  -0.056
C (0.339, -1.376, 0.747)  -0.665
O (-1.058, -1.369, 1.113)  -0.428
C (-1.343, -0.738, -0.150)  0.296
C (-2.150, 0.530, -0.031)  -1.256
H (2.736, 0.215, -0.473)  0.319
H (2.099, 1.654, -1.319)  0.255
H (2.685, 1.799, 0.348)  0.248
H (0.620, -0.734, -1.460)  0.490
H (0.874, -0.039, 0.944)  0.419
H (0.945, -2.245, 0.977)  0.346
H (-1.826, -1.466, -0.819)  0.296
H (-2.392, 0.926, -1.022)  0.327
H (-3.084, 0.309, 0.496)  0.343
H (-1.590, 1.284, 0.528)  0.281

The relative energy (zero: lowest compared OMol25 entry of this formula, charge and spin) is 571.79 kJ/mol. As for the frontier orbital gap: 8.81 eV. The calculation puts the HOMO energy at -7.810 eV. The value obtained for the electronic energy is -346.80765 hartree.


Record 7
Density functional theory data (ωB97M-V/def2-TZVPD) for a structure of composition C3H8NO.

Each line ends with the Mulliken charge.
Atoms and positions in Å:
C (0.806, 0.001, -0.507)  -0.591
N (-1.090, 2.070, -0.949)  -0.723
C (-0.839, 2.228, 0.298)  -0.514
O (0.417, -2.187, 1.525)  -1.029
C (-0.051, -1.064, -0.867)  -0.199
H (1.229, 0.785, -1.159)  0.339
H (1.565, -0.269, 0.141)  0.370
H (0.349, -2.853, 2.182)  0.116
H (-1.354, 2.977, 0.898)  0.297
H (-0.091, 1.602, 0.894)  0.196
H (-0.143, -2.051, -0.468)  0.335
H (-0.378, -1.160, -1.879)  0.265
H (-0.420, -0.079, -0.109)  0.138

The net charge is -1. The relative energy (zero: lowest compared OMol25 entry of this formula, charge and spin) is 673.50 kJ/mol. As for the frontier orbital gap: 5.11 eV. The calculation puts the HOMO energy at -2.293 eV. The value obtained for the electronic energy is -248.83009 hartree.


Record 8
Density functional theory data (ωB97M-V/def2-TZVPD) for a structure of composition C5H12FInO2.

Each line ends with the Mulliken charge.
Atoms and positions in Å:
F (-1.085, 1.186, -0.703)  -0.240
C (1.789, 0.601, 1.031)  -0.972
O (1.188, -0.091, -0.085)  -0.056
C (1.106, 0.628, -1.346)  -0.284
C (-0.335, 0.654, -1.762)  -0.389
H (1.155, 0.002, 2.045)  0.185
H (2.636, 1.232, 0.734)  0.462
H (1.073, 1.401, 1.250)  0.564
H (1.725, 0.096, -2.078)  0.368
H (1.493, 1.645, -1.216)  0.356
H (-0.728, -0.346, -1.985)  0.332
H (-0.457, 1.315, -2.628)  0.362
C (2.161, -2.801, 1.726)  -0.678
O (1.973, -2.298, 0.408)  -0.287
C (2.553, -1.127, 0.069)  -0.190
H (2.682, -3.761, 1.644)  0.277
H (2.766, -2.114, 2.336)  0.388
H (1.186, -2.944, 2.212)  0.278
H (2.857, -1.143, -0.984)  0.326
H (3.482, -0.924, 0.625)  0.475
In (-0.931, 0.726, 1.416)  0.722

The net charge is +2. The relative energy (zero: lowest compared OMol25 entry of this formula, charge and spin) is 0.00 kJ/mol. As for the frontier orbital gap: 10.15 eV. The calculation puts the HOMO energy at -18.635 eV. The value obtained for the electronic energy is -637.32251 hartree.